{
  "formula": "C5H6CuLiO4",
  "method": "ωB97M-V with the def2-TZVPD basis set",
  "e_homo_ev": -5.3385,
  "charge": 0,
  "de_lowest_kcal_mol": 115.77,
  "orbital_gap_ev": 3.520,
  "total_energy_ev": -58307.44358,
  "symbols": ["O", "C", "O", "O", "C", "Cu", "H", "H", "C", "C", "H", "H", "Li", "O", "C", "H", "H"],
  "positions_angstrom": [[3.31033, 0.15652, 0.67970], [2.20841, 0.68391, 0.38026], [1.87886, 1.83516, 0.75932], [1.43313, -0.01766, -0.45775], [0.27654, 0.59232, -1.03315], [4.11801, 2.05436, 1.84984], [0.22878, 0.19052, -2.05516], [0.51452, 1.64165, -1.25083], [-1.26890, 0.94673, -0.03996], [-1.18698, -0.41966, -0.37121], [-1.80478, 1.61225, -0.72779], [-1.19137, 1.13240, 1.03877], [-1.57539, -3.73103, -0.08578], [-2.61476, -2.34636, 0.40024], [-1.59153, -1.48428, 0.45416], [-1.33922, -1.26794, 1.51800], [-1.39564, -1.57889, -1.05866]]
}


{
  "formula": "C15H20O2",
  "method": "ωB97M-V with the def2-TZVPD basis set",
  "e_homo_ev": -8.6913,
  "smiles": "CC1(C)C[C@H]2[C@@H]3O[C@@](C)(Cc4cocc43)[C@H]2C1",
  "charge": 0,
  "de_lowest_kcal_mol": 64.78,
  "orbital_gap_ev": 9.486,
  "total_energy_ev": -19972.02872,
  "symbols": ["O", "O", "C", "C", "C", "C", "C", "C", "C", "C", "C", "C", "C", "C", "C", "C", "C", "H", "H", "H", "H", "H", "H", "H", "H", "H", "H", "H", "H", "H", "H", "H", "H", "H", "H", "H", "H"],
  "positions_angstrom": [[-3.03356, -1.71883, 1.18302], [-1.13422, 0.42277, -2.32701], [-3.08044, -0.31222, 1.14649], [-2.40832, -2.15109, 0.06653], [-2.25738, 0.10517, 0.20591], [-1.77276, -1.07142, -0.52419], [0.99771, -1.21242, 2.33278], [3.10620, -0.45602, 1.16476], [1.62348, -0.56664, 1.01030], [-0.61430, 2.83805, -1.98605], [-1.83118, 1.40625, -0.17618], [1.11043, 0.86301, 0.62202], [1.31641, -1.46523, -0.18977], [-0.65590, 1.40596, -1.34852], [-0.84459, -0.87171, -1.73761], [0.77456, 0.89086, -0.88737], [0.73953, -0.59607, -1.28294], [-3.51433, 0.34682, 1.85396], [-2.09483, -3.14449, -0.26934], [-0.00646, -1.48904, 2.08902], [1.44035, -2.11654, 2.73654], [0.88859, -0.51021, 3.20881], [3.36560, -0.02685, 2.13099], [3.58525, 0.05341, 0.33827], [3.61158, -1.41390, 1.12907], [0.23624, 2.87153, -2.71845], [-1.56579, 3.08017, -2.38520], [-0.48187, 3.59264, -1.23806], [-1.56343, 1.99300, 0.68698], [-2.75543, 1.93713, -0.48269], [0.18426, 0.91348, 1.20324], [1.77616, 1.62640, 0.95073], [0.65963, -2.36795, 0.03147], [2.17330, -1.92684, -0.56837], [-0.98786, -1.69890, -2.40008], [1.57944, 1.37642, -1.47486], [1.43393, -0.60673, -2.09423]]
}


{
  "formula": "F2MnP",
  "method": "ωB97M-V with the def2-TZVPD basis set",
  "multiplicity": 6,
  "e_homo_ev": [-14.5820, -15.0711],
  "charge": 1,
  "s2": 9.084,
  "orbital_gap_ev": [7.024, 7.529],
  "total_energy_ev": -46034.54045,
  "symbols": ["F", "P", "F", "Mn"],
  "positions_angstrom": [[1.63328, -0.88097, 0.16748], [1.08095, 0.62254, 0.38585], [-1.69009, -0.20703, 0.49864], [-1.02414, 0.46546, -1.05196]]
}


{
  "formula": "C37H46B2CeF4N8O5STe",
  "method": "ωB97M-V with the def2-TZVPD basis set",
  "e_homo_ev": -13.3805,
  "charge": 2,
  "de_lowest_kcal_mol": 13.50,
  "orbital_gap_ev": 7.117,
  "total_energy_ev": -104545.00808,
  "symbols": ["Ce", "C", "C", "N", "O", "B", "F", "F", "O", "N", "C", "C", "C", "N", "O", "B", "F", "F", "O", "N", "C", "C", "C", "H", "H", "H", "H", "H", "H", "H", "H", "H", "H", "H", "H", "C", "N", "C", "C", "N", "C", "S", "C", "C", "C", "C", "C", "N", "H", "H", "H", "H", "H", "H", "H", "H", "H", "C", "C", "O", "N", "Te", "C", "C", "C", "C", "C", "C", "C", "C", "C", "C", "C", "C", "C", "C", "C", "C", "C", "C", "H", "H", "H", "H", "H", "H", "H", "H", "H", "H", "H", "H", "H", "H", "H", "H", "H", "H", "H", "H", "H", "H", "H", "H", "H"],
  "positions_angstrom": [[1.06665, -1.33253, 0.96134], [5.29663, -1.89793, 3.44324], [4.15112, -1.25256, 2.75730], [2.88887, -1.45597, 2.98519], [2.63328, -2.38796, 4.00533], [1.96856, -3.46753, 3.45398], [0.71458, -2.78790, 2.79356], [1.45900, -4.30047, 4.43684], [2.55679, -4.28993, 2.38497], [2.38734, -3.69959, 1.14137], [2.98426, -4.27450, 0.15360], [3.67943, -5.60348, 0.17418], [2.90720, -3.51019, -1.10624], [2.22205, -2.41340, -0.97840], [2.24664, -1.48735, -2.01373], [3.39368, -0.60738, -1.85258], [4.60871, -1.21963, -1.40093], [3.57104, 0.32480, -2.77641], [2.91925, 0.20290, -0.45855], [3.19171, -0.36242, 0.73671], [4.23746, -0.43570, 1.45196], [5.53538, 0.04647, 0.83522], [3.45606, -4.02071, -2.35449], [5.79484, -2.68199, 2.82159], [4.94657, -2.38230, 4.36204], [6.15949, -1.19198, 3.62851], [4.45078, -5.84013, 0.95535], [4.20344, -5.74858, -0.77325], [2.91457, -6.41449, 0.26457], [6.11457, -0.80954, 0.41965], [6.16174, 0.62041, 1.54258], [5.21773, 0.70744, 0.01553], [2.94238, -4.97089, -2.63528], [4.55760, -4.16955, -2.37453], [3.11733, -3.33278, -3.08579], [2.25546, 2.65561, 4.24029], [1.70986, 1.31874, 4.29279], [1.80066, 0.42150, 5.37515], [0.86205, -0.50709, 5.23038], [0.27483, -0.25540, 3.98961], [0.86578, 0.82539, 3.41373], [0.60234, 1.44655, 1.89858], [-0.96979, -0.85433, 3.62371], [-2.02841, -0.97079, 4.51566], [-3.16171, -1.55051, 4.02884], [-3.27720, -1.77470, 2.69374], [-2.21808, -1.64261, 1.88880], [-1.05032, -1.23718, 2.33103], [2.91051, 2.79589, 5.02110], [1.41417, 3.34408, 4.35249], [2.76170, 2.75204, 3.28027], [2.59116, 0.41703, 6.09755], [0.55460, -1.36935, 5.87623], [-1.84035, -0.69869, 5.56979], [-3.98308, -1.71952, 4.68755], [-4.20304, -2.20995, 2.32956], [-2.27347, -1.94656, 0.87387], [-0.56047, -2.47768, -2.71750], [-0.73668, -1.31042, -1.80703], [-1.45901, -0.32830, -2.36447], [-0.41883, -1.29761, -0.57498], [-2.29030, 0.94628, -1.12723], [-3.99383, 1.08161, -2.27092], [-5.03378, 0.19983, -1.89362], [-4.99022, -0.73977, -0.77869], [-6.21419, 0.29981, -2.60863], [-6.34554, 1.03944, -3.76320], [-7.56835, 1.05585, -4.58467], [-5.26111, 1.76900, -4.14355], [-4.09628, 1.83311, -3.43476], [-2.95880, 2.59265, -4.09219], [-1.10962, 2.70514, -1.40124], [0.09461, 2.78373, -2.14620], [0.63986, 1.62985, -2.96011], [0.73570, 4.04182, -2.24631], [0.10096, 5.11129, -1.60044], [0.70502, 6.57676, -1.75567], [-0.90444, 4.91476, -0.65389], [-1.60986, 3.70627, -0.63042], [-2.70388, 3.56706, 0.42528], [-1.16462, -3.30336, -2.31668], [0.45312, -2.80107, -2.79115], [-0.91459, -2.18601, -3.70822], [-4.35976, -1.54413, -1.03475], [-5.95933, -1.17055, -0.60923], [-4.59615, -0.38003, 0.13480], [-7.10250, -0.29940, -2.40092], [-7.29850, 1.33476, -5.63629], [-8.28201, 1.83017, -4.35377], [-8.16241, 0.11976, -4.53145], [-5.37833, 2.39630, -5.04154], [-3.21442, 2.67766, -5.13700], [-2.10833, 1.91332, -4.01187], [-2.65767, 3.55163, -3.75601], [1.76499, 1.63780, -2.89670], [0.32877, 1.66195, -3.99286], [0.30301, 0.65912, -2.61837], [1.67623, 4.25179, -2.80520], [1.44247, 6.69307, -1.02701], [-0.06170, 7.29662, -1.47092], [1.13478, 6.75661, -2.75693], [-1.17769, 5.72281, 0.03425], [-2.21459, 3.43284, 1.38595], [-3.50364, 2.74065, 0.28967], [-3.22251, 4.51439, 0.65750]]
}


Question: charge of number 3 (F2MnP)?
Answer: +1


Question: Which of these has the highest charge?
Answer: C37H46B2CeF4N8O5STe


What did the first record say?
{
  "formula": "C5H6CuLiO4",
  "method": "ωB97M-V with the def2-TZVPD basis set",
  "e_homo_ev": -5.3385,
  "charge": 0,
  "de_lowest_kcal_mol": 115.77,
  "orbital_gap_ev": 3.520,
  "total_energy_ev": -58307.44358,
  "symbols": ["O", "C", "O", "O", "C", "Cu", "H", "H", "C", "C", "H", "H", "Li", "O", "C", "H", "H"],
  "positions_angstrom": [[3.31033, 0.15652, 0.67970], [2.20841, 0.68391, 0.38026], [1.87886, 1.83516, 0.75932], [1.43313, -0.01766, -0.45775], [0.27654, 0.59232, -1.03315], [4.11801, 2.05436, 1.84984], [0.22878, 0.19052, -2.05516], [0.51452, 1.64165, -1.25083], [-1.26890, 0.94673, -0.03996], [-1.18698, -0.41966, -0.37121], [-1.80478, 1.61225, -0.72779], [-1.19137, 1.13240, 1.03877], [-1.57539, -3.73103, -0.08578], [-2.61476, -2.34636, 0.40024], [-1.59153, -1.48428, 0.45416], [-1.33922, -1.26794, 1.51800], [-1.39564, -1.57889, -1.05866]]
}